Record 1
Entry from the Open Molecules 2025 dataset: an isolated molecule of CH4N2O2 at a distorted geometry (wB97M-V/def2-TZVPD).

```
! wB97M-V def2-TZVPD RIJCOSX def2/J DEFGRID3
* xyz 0 1
H -1.64 -1.66 2.15
N -1.05 -2.33 1.74
N 0.04 -1.53 0.77
O 1.08 -1.96 0.45
O -0.30 -0.19 0.58
C 0.43 0.63 -0.39
H 0.64 -0.01 -1.22
H 1.29 0.97 0.10
H -0.27 1.54 -0.59
*
```

Calculated values
LUMO level (spin up / spin down) = -0.308 / -0.311 eV
HOMO energy (spin up / spin down) = -9.09 / -9.09 eV
SMILES = [H]/N=[N+](/[O-])OC

Results of the natural (NBO) charge analysis, in e, for atoms 1 through 4: 0.3051 -0.5696 0.5595 -0.2833

***

Record 2
Entry from the Open Molecules 2025 dataset: a cluster of 2 separate species, CH4N2O2S in total at a distorted geometry (wB97M-V/def2-TZVPD).

```
! wB97M-V def2-TZVPD RIJCOSX def2/J DEFGRID3
* xyz 0 1
C 1.52 -0.93 -0.07
N 0.83 -1.85 -0.33
N -1.30 1.05 -0.32
O 1.60 1.33 -0.15
O -1.49 0.06 0.71
S 2.44 0.24 0.42
H -2.01 1.00 -1.03
H -0.02 -2.32 0.00
H -0.35 0.90 -0.72
H -1.21 0.53 1.47
*
```

Calculated values
LUMO level = -0.107 eV
HOMO energy = -8.57 eV

Results of the natural (NBO) charge analysis, in e, for atoms 1 through 4: 0.1526 -0.5568 -0.5566 -0.9919

***

Record 3
Entry from the Open Molecules 2025 dataset: a cluster of 2 separate species, CH4N2O2S in total at a distorted geometry (wB97M-V/def2-TZVPD).

```
! wB97M-V def2-TZVPD RIJCOSX def2/J DEFGRID3
* xyz 0 1
H 1.41 0.20 2.22
N 0.68 -0.44 1.90
C 0.43 -0.78 0.68
O 1.13 -0.32 -0.49
N 1.87 0.80 -0.18
O 2.68 1.18 -0.92
H -0.31 -1.55 0.41
S -2.41 0.75 -1.00
H -3.19 -0.16 -0.40
H -2.29 0.33 -2.22
*
```

Calculated values
LUMO level = -0.036 eV
HOMO energy = -10.01 eV
SMILES = [H]/N=C\ON=O.S

Results of the natural (NBO) charge analysis, in e, for atoms 1 through 4: 0.3847 -0.6649 0.3835 -0.3971

***

Record 4
Entry from the Open Molecules 2025 dataset: a cluster of 2 separate species, CH4N2O2S in total at a distorted geometry (wB97M-V/def2-TZVPD).

```
! wB97M-V def2-TZVPD RIJCOSX def2/J DEFGRID3
* xyz 0 1
N -2.98 -0.94 -1.13
S -3.55 -0.04 -0.16
O -4.91 0.22 0.38
O -2.49 0.85 0.71
H -1.45 0.76 0.66
C 0.78 -0.61 0.52
N -0.12 0.16 0.18
H 1.45 -1.20 -0.17
H 0.56 -0.88 1.48
H -0.11 0.47 -0.79
*
```

Calculated values
LUMO level = -0.111 eV
HOMO energy = -10.19 eV
SMILES = N#S(=O)O.C=N

Results of the natural (NBO) charge analysis, in e, for atoms 1 through 4: -0.8990 2.0090 -0.8249 -0.9251

***

Record 5
Entry from the Open Molecules 2025 dataset: a cluster of 2 separate species, CH4N2O3S in total at a distorted geometry (wB97M-V/def2-TZVPD).

```
! wB97M-V def2-TZVPD RIJCOSX def2/J DEFGRID3
* xyz 0 1
C -2.58 0.04 -0.12
N -2.83 1.15 -0.55
N 0.74 -0.37 -1.46
O 0.06 -0.79 1.20
O 1.65 0.93 0.42
O -2.53 -1.07 0.24
S 1.23 -0.59 -0.04
H 1.28 0.97 1.30
H -2.15 1.85 -0.60
H 0.37 0.57 -1.72
H -0.21 -1.74 1.20
*
```

Calculated values
LUMO level = 0.511 eV
HOMO energy = -10.18 eV

Results of the natural (NBO) charge analysis, in e, for atoms 1 through 4: 0.8774 -0.7692 -1.1028 -0.9478

***

Record 6
Entry from the Open Molecules 2025 dataset: a cluster of 2 separate species, CH4N2OS in total at a distorted geometry (wB97M-V/def2-TZVPD).

```
! wB97M-V def2-TZVPD RIJCOSX def2/J DEFGRID3
* xyz 0 1
C 1.27 -0.08 0.18
N -0.06 0.25 -0.33
N -1.08 -0.44 -0.19
O -1.05 -1.44 0.49
S -3.39 1.01 0.09
H 1.59 -0.80 -0.62
H 1.81 0.96 0.19
H 1.07 -0.56 1.16
H -0.16 1.11 -0.97
*
```

Calculated values
LUMO level (spin up / spin down) = -1.958 / -1.872 eV
HOMO energy (spin up / spin down) = -9.22 / -9.16 eV

Results of the natural (NBO) charge analysis, in e, for atoms 1 through 4: -0.4730 -0.3376 0.2441 -0.4205

***

Record 7
Entry from the Open Molecules 2025 dataset: a structure of composition CH4N2OS at a distorted geometry (wB97M-V/def2-TZVPD).

```
! wB97M-V def2-TZVPD RIJCOSX def2/J DEFGRID3
* xyz 0 1
C 0.03 -0.51 -0.58
H 0.73 -1.41 2.01
H 0.53 1.22 0.73
H 0.38 -1.62 -0.65
H -2.14 1.46 -1.13
N 0.98 0.32 -0.04
N -1.18 -0.18 -1.15
O -1.37 1.16 -0.56
S 2.04 -0.44 1.37
*
```

Calculated values
LUMO level = -0.405 eV
HOMO energy = -8.99 eV

Results of the natural (NBO) charge analysis, in e, for atoms 1 through 4: 0.1711 0.1404 0.4345 0.1973

***

Record 8
Entry from the Open Molecules 2025 dataset: a cluster of 2 separate species, CH4N2P in total at a distorted geometry (wB97M-V/def2-TZVPD).

```
! wB97M-V def2-TZVPD RIJCOSX def2/J DEFGRID3
* xyz 1 1
C -0.02 -0.54 -0.27
N -0.77 1.46 -0.39
N 0.58 -0.78 0.81
P -0.92 1.67 -1.91
H -0.09 -1.04 -1.26
H 1.08 -1.71 0.92
H 0.58 -0.01 1.42
H -1.89 2.89 -1.73
*
```

Calculated values
LUMO level = -5.820 eV
HOMO energy = -14.18 eV

Results of the natural (NBO) charge analysis, in e, for atoms 1 through 4: 0.3765 -0.7984 -0.6457 0.8772

***

Record 9
Entry from the Open Molecules 2025 dataset: a cluster of 2 separate species, CH4N2S in total at a distorted geometry (wB97M-V/def2-TZVPD).

```
! wB97M-V def2-TZVPD RIJCOSX def2/J DEFGRID3
* xyz 0 1
C 1.01 -0.67 -1.13
N -0.45 1.12 1.21
N -0.21 0.21 0.30
S -1.39 -0.64 -0.42
H 1.92 0.02 -1.14
H 1.25 -1.52 -0.49
H 0.47 1.63 1.39
H -2.60 -0.15 0.29
*
```

Calculated values
LUMO level = -0.468 eV
HOMO energy = -8.51 eV

Results of the natural (NBO) charge analysis, in e, for atoms 1 through 4: -0.4232 -0.3418 -0.2938 0.3974

***

Record 10
Entry from the Open Molecules 2025 dataset: a structure of composition CH4N2S at a distorted geometry (wB97M-V/def2-TZVPD).

```
! wB97M-V def2-TZVPD RIJCOSX def2/J DEFGRID3
* xyz 0 1
C 0.85 0.54 0.28
N -0.63 -0.15 1.20
N 1.01 -0.10 -0.83
S 1.70 1.49 1.18
H -1.31 -0.27 0.45
H -0.88 0.58 1.94
H 0.23 -0.64 -1.08
H 1.96 -0.02 -1.37
*
```

Calculated values
LUMO level = 0.607 eV
HOMO energy = -8.48 eV

Results of the natural (NBO) charge analysis, in e, for atoms 1 through 4: 0.2082 -0.8973 -0.8047 -0.0628

***

Record 11
Entry from the Open Molecules 2025 dataset: a structure of composition CH4N2S3 at a distorted geometry (wB97M-V/def2-TZVPD).

```
! wB97M-V def2-TZVPD RIJCOSX def2/J DEFGRID3
* xyz 0 1
C 0.71 -0.31 -0.04
H -1.41 -1.15 1.64
H 0.00 -2.15 -0.57
H 1.05 1.19 1.11
H 0.70 2.18 -1.12
N -0.33 -1.20 -0.48
N 0.21 0.75 0.79
S -1.94 -1.12 0.03
S 2.26 -0.64 -0.03
S -0.56 2.07 -0.19
*
```

Calculated values
LUMO level = -0.202 eV
HOMO energy = -9.15 eV

Results of the natural (NBO) charge analysis, in e, for atoms 1 through 4: 0.1750 0.1192 0.4071 0.3935

***

Record 12
Entry from the Open Molecules 2025 dataset: the ion CH4N3 with charge +1 at a distorted geometry (wB97M-V/def2-TZVPD).

```
! wB97M-V def2-TZVPD RIJCOSX def2/J DEFGRID3
* xyz 1 1
C 0.41 -0.13 -0.21
N -0.84 -0.27 0.13
N -1.73 0.53 -0.19
N 1.64 0.16 0.02
H -1.02 -1.22 0.32
H -2.69 0.18 -0.16
H 2.37 -0.10 -0.63
H 1.87 0.86 0.72
*
```

Calculated values
LUMO level (spin up / spin down) = -5.588 / -5.587 eV
HOMO energy (spin up / spin down) = -14.44 / -14.44 eV

Results of the natural (NBO) charge analysis, in e, for atoms 1 through 4: 0.4862 -0.2157 -0.3600 -0.6089

***

Record 13
Entry from the Open Molecules 2025 dataset: a structure of composition CH4N3 at a distorted geometry (wB97M-V/def2-TZVPD).

```
! wB97M-V def2-TZVPD RIJCOSX def2/J DEFGRID3
* xyz 1 1
C -1.34 0.47 -0.28
N -1.56 -0.48 0.51
N -0.11 -0.08 -0.65
N 1.01 -0.22 0.19
H -1.97 1.28 -0.76
H 1.11 0.53 0.81
H 1.85 -0.26 -0.32
H 1.01 -1.22 0.50
*
```

Calculated values
LUMO level (spin up / spin down) = -6.151 / -6.153 eV
HOMO energy (spin up / spin down) = -16.00 / -16.00 eV

Results of the natural (NBO) charge analysis, in e, for atoms 1 through 4: 0.1619 -0.0479 -0.2194 -0.5136

***

Record 14
Entry from the Open Molecules 2025 dataset: the ion CH4N3 with charge +1 at a distorted geometry (wB97M-V/def2-TZVPD).

```
! wB97M-V def2-TZVPD RIJCOSX def2/J DEFGRID3
* xyz 1 1
N -2.28 0.18 -0.06
N -1.29 -0.30 0.12
C 0.02 -0.51 0.06
N 0.79 0.67 0.02
H 0.24 -1.16 -0.92
H 0.38 -1.06 0.91
H 0.80 1.12 -0.95
H 1.34 1.07 0.82
*
```

Calculated values
LUMO level = -6.454 eV
HOMO energy = -15.66 eV
SMILES = N#[N+]CN

Results of the natural (NBO) charge analysis, in e, for atoms 1 through 4: 0.3957 0.1405 -0.1838 -0.8201

***

Record 15
Entry from the Open Molecules 2025 dataset: the ion CH4N3 with charge +1 at a distorted geometry (wB97M-V/def2-TZVPD).

```
! wB97M-V def2-TZVPD RIJCOSX def2/J DEFGRID3
* xyz 1 1
H -1.33 1.14 -0.60
N -1.76 0.34 -0.14
C -1.20 -0.76 0.08
N 0.07 -0.65 -0.24
N 1.17 -0.06 -0.09
H -1.83 -1.57 0.56
H 1.52 0.04 0.87
H 1.84 0.22 -0.87
*
```

Calculated values
LUMO level (spin up / spin down) = -7.258 / -7.258 eV
HOMO energy (spin up / spin down) = -15.92 / -15.92 eV
SMILES = [H]/N=C\N=[NH2+]

Results of the natural (NBO) charge analysis, in e, for atoms 1 through 4: 0.3869 -0.4703 0.2237 0.0217

***

Record 16
Entry from the Open Molecules 2025 dataset: the ion CH4N3O2 with charge -1 at a distorted geometry (wB97M-V/def2-TZVPD).

```
! wB97M-V def2-TZVPD RIJCOSX def2/J DEFGRID3
* xyz -1 1
C -0.88 0.42 -1.41
N -0.36 1.00 -0.16
N 0.13 0.14 0.56
O 0.31 -1.17 0.27
N 0.97 0.66 1.68
O 1.48 -0.51 2.32
H -0.56 -0.73 -1.37
H -2.03 0.44 -1.44
H -0.43 1.02 -2.18
H 1.38 -1.28 1.72
*
```

Calculated values
LUMO level (spin up / spin down) = 4.424 / 4.424 eV
HOMO energy (spin up / spin down) = -2.15 / -2.15 eV
SMILES = C[N-][N+](=O)[N-]O

Results of the natural (NBO) charge analysis, in e, for atoms 1 through 4: -0.4992 -0.3343 0.3381 -0.6842

***

Record 17
Entry from the Open Molecules 2025 dataset: the ion CH4N3O2 with charge -1 at a distorted geometry (wB97M-V/def2-TZVPD).

```
! wB97M-V def2-TZVPD RIJCOSX def2/J DEFGRID3
* xyz -1 1
C -1.57 0.21 0.15
N -0.25 -0.52 0.45
N 0.82 0.41 0.56
N 1.89 0.02 -0.05
O 1.92 -1.02 -0.76
O 2.94 0.77 0.05
H -2.31 0.25 0.90
H -1.44 1.27 -0.08
H -1.96 -0.18 -0.92
H -0.04 -1.21 -0.30
*
```

Calculated values
LUMO level = 4.205 eV
HOMO energy = -3.04 eV
SMILES = CNN=[N+]([O-])[O-]

Results of the natural (NBO) charge analysis, in e, for atoms 1 through 4: -0.4243 -0.5234 -0.2540 0.5299

***

Record 18
Entry from the Open Molecules 2025 dataset: the ion CH4N3OS with charge +1 at a distorted geometry (wB97M-V/def2-TZVPD).

```
! wB97M-V def2-TZVPD RIJCOSX def2/J DEFGRID3
* xyz 1 1
O 2.33 -0.22 0.03
C 1.14 -0.27 0.02
N 0.30 0.86 0.12
N -1.09 0.67 0.09
S -1.44 -1.20 0.03
N 0.40 -1.39 -0.13
H 0.66 1.72 -0.27
H -1.54 1.03 0.95
H -1.55 1.10 -0.73
H 0.79 -2.32 -0.11
*
```

Calculated values
LUMO level = -6.242 eV
HOMO energy = -14.59 eV
SMILES = O=C1N[NH2+]SN1

Results of the natural (NBO) charge analysis, in e, for atoms 1 through 4: -0.4959 0.7536 -0.4940 -0.4567

***

Record 19
Entry from the Open Molecules 2025 dataset: a cluster of 2 separate species, CH4N3P in total at a distorted geometry (wB97M-V/def2-TZVPD).

```
! wB97M-V def2-TZVPD RIJCOSX def2/J DEFGRID3
* xyz 0 1
C 1.53 0.48 0.06
N 2.38 1.10 -0.40
N -1.68 1.18 0.59
N 0.20 -1.63 -0.35
P 0.40 -0.56 0.84
H -1.67 1.70 -0.36
H -1.01 1.66 1.16
H 0.08 -1.35 -1.35
H -0.23 -2.58 -0.19
*
```

Calculated values
LUMO level (spin up / spin down) = -0.910 / -0.708 eV
HOMO energy (spin up / spin down) = -10.03 / -8.16 eV

Results of the natural (NBO) charge analysis, in e, for atoms 1 through 4: -0.1664 -0.2598 -0.8442 -1.1601

***

Record 20
Entry from the Open Molecules 2025 dataset: an isolated molecule of CH4N3P at a distorted geometry (wB97M-V/def2-TZVPD).

```
! wB97M-V def2-TZVPD RIJCOSX def2/J DEFGRID3
* xyz 0 1
N 2.65 -0.39 0.47
C 1.70 0.10 0.08
P 0.16 0.14 -0.81
N -0.55 -1.31 -0.05
N -0.89 1.22 0.02
H -0.16 -2.17 -0.45
H -1.53 -0.95 0.04
H -0.66 2.19 -0.36
H -0.72 1.18 1.08
*
```

Calculated values
LUMO level = 0.468 eV
HOMO energy = -9.24 eV
SMILES = N#CP(N)N

Results of the natural (NBO) charge analysis, in e, for atoms 1 through 4: -0.2780 -0.1335 1.0986 -1.1628

***

Per-record DFT total energy, eV: -8170.357; -19007.495; -19008.263; -19008.020; -21058.095; -16959.086; -16959.446; -13358.693; -14910.773; -14915.495; -36585.002; -5560.377; -5559.474; -5562.488; -5560.374; -9662.473; -9663.735; -18445.312; -14857.936; -14860.377
Per-record ΔE to the lowest compared entry with this formula, charge and spin, kcal per mole: 145.9; 102.1; 84.4; 90.0; 34.6; 140.7; 132.4; 87.8; 157.5; 48.7; 47.9; 104.0; 124.8; 55.3; 104.0; 102.6; 73.5; 40.2; 64.8; 8.5